Below is a single C18H21N5OS molecule, with properties calculated with ωB97M-V/def2-TZVPD.

Last column: natural (NBO) charge in e.
Element x y z (Å)
C -3.741 -2.890 1.700  -0.61
C -4.472 -2.465 0.430  -0.22
N -4.247 -1.059 0.135  -0.44
C -5.165 -0.115 0.735  -0.21
C -6.406 0.104 -0.131  -0.62
C -3.238 -0.747 -0.699  0.67
O -2.549 -1.597 -1.236  -0.64
C -2.977 0.728 -0.974  -0.63
S -2.348 1.641 0.489  0.30
C -0.604 1.698 0.320  0.14
N -0.077 2.633 1.094  -0.51
C 1.227 2.860 1.055  0.27
N 2.118 2.258 0.298  -0.49
C 1.598 1.286 -0.450  0.37
C 0.218 0.911 -0.495  -0.26
C 0.207 -0.187 -1.395  -0.03
N 1.412 -0.424 -1.841  -0.22
N 2.250 0.468 -1.294  -0.18
C 3.671 0.414 -1.532  -0.25
C 4.344 -0.417 -0.468  0.04
C 4.661 0.155 0.758  -0.24
C 5.238 -0.612 1.755  -0.19
C 5.499 -1.954 1.535  -0.21
C 5.176 -2.530 0.318  -0.21
C 4.597 -1.765 -0.679  -0.23
H -3.931 -3.939 1.904  0.21
H -4.071 -2.302 2.555  0.20
H -2.671 -2.747 1.573  0.22
H -5.546 -2.633 0.531  0.19
H -4.097 -3.044 -0.417  0.24
H -4.663 0.836 0.917  0.21
H -5.467 -0.517 1.706  0.21
H -6.133 0.501 -1.106  0.20
H -6.939 -0.831 -0.284  0.21
H -7.075 0.809 0.356  0.22
H -2.237 0.814 -1.766  0.26
H -3.887 1.249 -1.266  0.24
H 1.590 3.640 1.710  0.18
H -0.607 -0.819 -1.690  0.26
H 4.049 1.439 -1.513  0.23
H 3.815 -0.028 -2.520  0.23
H 4.444 1.200 0.927  0.23
H 5.483 -0.161 2.705  0.21
H 5.950 -2.552 2.314  0.21
H 5.373 -3.578 0.146  0.21
H 4.336 -2.215 -1.626  0.22

Structure (SMILES): CCN(CC)C(=O)CSc1ncnc2c1cnn2Cc1ccccc1
Net charge: 0
Multiplicity: 1
LUMO energy: 0.01637 Ha
HOMO: -0.3166 hartree